{
  "formula": "C12H48O12",
  "method": "ωB97M-V/def2-TZVPD",
  "smiles": "CCO.CCO.CCO.CCO.CCO.CCO.O.O.O.O.O.O",
  "de_lowest_ev": 2.9070,
  "e_lumo_ha": -0.0070,
  "homo_ev": -9.511,
  "orbital_gap_ev": 9.32,
  "species": ["C", "C", "O", "H", "H", "H", "H", "H", "H", "C", "C", "O", "H", "H", "H", "H", "H", "H", "C", "C", "O", "H", "H", "H", "H", "H", "H", "C", "C", "O", "H", "H", "H", "H", "H", "H", "C", "C", "O", "H", "H", "H", "H", "H", "H", "C", "C", "O", "H", "H", "H", "H", "H", "H", "O", "H", "H", "O", "H", "H", "O", "H", "H", "O", "H", "H", "O", "H", "H", "O", "H", "H"],
  "positions_angstrom": [[1.807, -1.230, 4.873], [1.697, 0.195, 4.733], [2.662, 0.806, 3.908], [2.739, -1.501, 5.370], [1.909, -1.703, 3.896], [1.022, -1.784, 5.388], [1.638, 0.534, 5.768], [0.659, 0.344, 4.434], [2.349, 1.698, 3.741], [-3.331, 4.356, -1.334], [-2.254, 3.466, -1.918], [-1.024, 4.110, -1.840], [-4.349, 3.970, -1.388], [-3.388, 5.397, -1.652], [-3.048, 4.342, -0.282], [-2.322, 3.161, -2.963], [-2.142, 2.487, -1.452], [-0.529, 3.915, -2.640], [1.072, 0.423, 0.250], [-0.444, 0.228, 0.163], [-0.860, -0.322, 1.459], [1.406, 1.014, -0.602], [1.594, -0.528, 0.358], [1.412, 0.987, 1.119], [-0.650, -0.410, -0.697], [-0.756, 1.237, -0.110], [-1.049, 0.453, 1.994], [-3.256, -0.334, -3.446], [-3.479, -1.305, -4.697], [-4.163, -2.460, -4.340], [-2.478, -0.771, -2.819], [-4.244, -0.205, -3.005], [-2.858, 0.634, -3.750], [-2.611, -1.708, -5.217], [-4.006, -0.825, -5.522], [-5.028, -2.641, -4.715], [0.174, -4.322, 0.720], [1.277, -3.503, 1.434], [2.403, -3.140, 0.659], [-0.550, -4.766, 1.403], [0.670, -5.158, 0.226], [-0.429, -3.733, 0.029], [1.747, -3.935, 2.319], [0.864, -2.594, 1.871], [2.913, -2.519, 1.184], [2.877, 1.749, -5.148], [2.535, 0.920, -4.001], [2.643, -0.472, -4.492], [3.919, 1.591, -5.428], [2.855, 2.746, -4.708], [2.352, 1.414, -6.043], [1.647, 1.224, -3.447], [3.329, 0.949, -3.254], [2.196, -1.083, -3.901], [1.817, 3.325, 3.034], [2.587, 3.890, 2.982], [1.237, 3.645, 2.343], [-2.731, -1.184, 4.399], [-2.919, -0.762, 3.561], [-3.584, -1.264, 4.825], [3.978, -1.188, 1.707], [4.906, -1.016, 1.543], [3.773, -0.673, 2.487], [-2.980, -2.086, 1.872], [-2.696, -2.553, 2.658], [-2.187, -1.658, 1.548], [2.635, -1.925, -1.935], [2.221, -2.441, -1.242], [3.483, -1.672, -1.571], [-2.056, 1.758, 2.906], [-2.981, 1.876, 3.123], [-1.622, 2.527, 3.275]]
}

---

{
  "formula": "C12H49N3O11",
  "method": "ωB97M-V/def2-TZVPD",
  "smiles": "COC[C@H](C)N.COC[C@H](C)N.COC[C@H](C)N.O.O.O.O.O.O.O.O",
  "de_lowest_ev": 0.7741,
  "e_lumo_ha": 0.0009,
  "homo_ev": -9.267,
  "orbital_gap_ev": 9.29,
  "species": ["C", "O", "C", "C", "C", "N", "H", "H", "H", "H", "H", "H", "H", "H", "H", "H", "H", "C", "O", "C", "C", "C", "N", "H", "H", "H", "H", "H", "H", "H", "H", "H", "H", "H", "C", "O", "C", "C", "C", "N", "H", "H", "H", "H", "H", "H", "H", "H", "H", "H", "H", "O", "H", "H", "O", "H", "H", "O", "H", "H", "O", "H", "H", "O", "H", "H", "O", "H", "H", "O", "H", "H", "O", "H", "H"],
  "positions_angstrom": [[-21.629, 2.331, -14.201], [-21.122, 3.350, -14.996], [-20.372, 4.312, -14.272], [-19.677, 5.149, -15.337], [-18.463, 4.453, -16.003], [-19.151, 6.434, -14.812], [-22.190, 2.616, -13.305], [-20.837, 1.630, -13.905], [-22.299, 1.709, -14.799], [-20.995, 4.960, -13.644], [-19.664, 3.827, -13.590], [-20.348, 5.416, -16.154], [-17.679, 4.274, -15.266], [-18.153, 5.073, -16.840], [-18.688, 3.472, -16.424], [-18.826, 6.204, -13.869], [-19.943, 6.992, -14.489], [-8.789, 7.238, -22.196], [-8.686, 6.311, -21.163], [-9.872, 6.160, -20.387], [-9.801, 4.925, -19.524], [-9.631, 3.679, -20.359], [-11.082, 4.841, -18.837], [-7.881, 7.306, -22.791], [-8.971, 8.255, -21.820], [-9.633, 7.055, -22.873], [-10.094, 7.102, -19.873], [-10.720, 6.042, -21.076], [-8.999, 5.108, -18.801], [-8.663, 3.692, -20.863], [-10.406, 3.422, -21.081], [-9.589, 2.799, -19.710], [-11.443, 5.632, -18.314], [-11.153, 4.087, -18.154], [-13.821, 9.916, -20.305], [-13.967, 10.298, -18.959], [-14.267, 9.213, -18.089], [-14.255, 9.858, -16.682], [-12.996, 10.619, -16.333], [-14.550, 8.825, -15.678], [-13.511, 10.711, -20.980], [-14.759, 9.450, -20.624], [-13.038, 9.155, -20.411], [-15.258, 8.811, -18.310], [-13.437, 8.502, -18.174], [-15.122, 10.528, -16.670], [-12.963, 10.773, -15.255], [-12.933, 11.518, -16.942], [-12.109, 10.035, -16.598], [-14.587, 9.156, -14.725], [-15.382, 8.267, -15.850], [-12.046, 3.049, -16.701], [-12.126, 3.544, -15.855], [-11.760, 2.171, -16.426], [-15.485, 5.454, -17.114], [-14.544, 5.633, -16.998], [-15.556, 5.102, -18.011], [-13.469, 2.203, -19.397], [-13.284, 2.165, -18.453], [-13.197, 3.097, -19.659], [-15.258, 5.421, -14.462], [-15.362, 5.294, -15.414], [-14.350, 5.141, -14.273], [-17.131, 7.630, -16.391], [-16.442, 7.037, -16.721], [-17.720, 7.050, -15.860], [-13.123, 4.567, -20.767], [-13.068, 4.831, -21.690], [-12.276, 4.873, -20.364], [-12.668, 6.600, -16.082], [-13.423, 7.244, -16.074], [-12.123, 6.902, -15.348], [-12.433, 4.527, -14.326], [-12.405, 5.099, -15.126], [-11.687, 4.819, -13.791]]
}

---

{
  "formula": "C12H4F5KN2SSe",
  "method": "ωB97M-V/def2-TZVPD",
  "e_lumo_ha": -0.0814,
  "homo_ev": -6.887,
  "orbital_gap_ev": 4.67,
  "species": ["K", "F", "C", "C", "F", "C", "F", "C", "S", "C", "F", "C", "F", "Se", "N", "C", "C", "C", "C", "C", "C", "N", "H", "H", "H", "H"],
  "positions_angstrom": [[8.483, 3.867, 12.546], [2.495, 6.456, 9.655], [3.427, 6.312, 10.575], [4.615, 5.637, 10.257], [4.761, 5.164, 9.025], [5.596, 5.541, 11.245], [6.668, 4.683, 11.030], [5.608, 6.182, 12.506], [6.953, 6.235, 13.567], [4.360, 6.699, 12.819], [4.081, 7.190, 14.016], [3.300, 6.778, 11.844], [2.132, 7.413, 12.230], [11.887, 2.627, 14.219], [10.574, 2.678, 12.910], [11.134, 2.058, 11.847], [10.520, 2.068, 10.576], [11.252, 1.552, 9.474], [12.591, 1.106, 9.698], [13.230, 0.990, 10.921], [12.550, 1.528, 12.029], [13.039, 1.686, 13.252], [9.473, 2.313, 10.387], [10.837, 1.711, 8.517], [13.161, 0.900, 8.802], [14.277, 0.732, 11.023]]
}

---

{
  "formula": "C12H5BrN5O6S",
  "method": "ωB97M-V/def2-TZVPD",
  "de_lowest_ev": 0.8185,
  "e_lumo_ha": 0.0427,
  "homo_ev": -3.993,
  "orbital_gap_ev": 5.15,
  "total_charge": -1,
  "species": ["Br", "C", "C", "C", "C", "S", "C", "C", "H", "H", "H", "H", "O", "N", "C", "C", "N", "O", "C", "N", "O", "O", "C", "C", "N", "O", "O", "N", "C", "H"],
  "positions_angstrom": [[2.414, -0.069, 2.134], [0.536, -0.007, 1.880], [-0.212, -1.194, 1.801], [-1.600, -1.138, 1.706], [-2.260, 0.118, 1.810], [-3.892, 0.247, 2.142], [-1.483, 1.307, 1.679], [-0.099, 1.244, 1.764], [0.291, -2.152, 1.820], [-2.215, -2.025, 1.585], [-2.019, 2.245, 1.549], [0.486, 2.159, 1.740], [0.171, -0.970, 8.325], [-0.534, -0.260, 7.632], [-1.472, -0.466, 6.633], [-1.892, 0.801, 6.182], [-1.252, 1.802, 6.867], [-0.396, 1.142, 7.717], [-2.992, 0.868, 5.219], [-3.683, 2.107, 4.890], [-4.782, 1.986, 4.284], [-3.219, 3.223, 5.213], [-3.539, -0.306, 4.688], [-3.070, -1.532, 5.172], [-3.631, -2.811, 5.032], [-4.527, -3.252, 4.335], [-2.980, -3.641, 5.976], [-1.992, -2.956, 6.651], [-2.051, -1.677, 6.145], [-4.463, -0.337, 4.078]]
}

---

{
  "formula": "C12H6F9MoN2OS3",
  "method": "ωB97M-V/def2-TZVPD",
  "spin_multiplicity": 3,
  "de_lowest_ev": 0.3794,
  "e_lumo_ha": [-0.1813, -0.1869],
  "homo_ev": [-11.896, -11.921],
  "orbital_gap_ev": [6.96, 6.84],
  "total_charge": 1,
  "species": ["Mo", "S", "C", "S", "S", "F", "C", "F", "F", "C", "O", "C", "F", "F", "F", "C", "F", "F", "F", "N", "C", "N", "C", "C", "C", "C", "C", "C", "H", "H", "H", "H", "H", "H"],
  "positions_angstrom": [[0.015, 0.637, -0.116], [-1.040, -3.030, 2.313], [-0.649, -1.804, 1.362], [-0.330, -0.121, 1.996], [-0.514, -1.722, -0.356], [-1.126, 4.857, -0.500], [-0.896, 3.580, -0.311], [0.397, 3.303, -0.661], [-0.957, 3.291, 0.999], [-1.848, 2.617, -1.085], [-1.667, 1.336, -0.617], [-1.483, 2.588, -2.600], [-0.286, 1.914, -2.723], [-1.326, 3.789, -3.127], [-2.375, 1.905, -3.294], [-3.325, 3.055, -0.858], [-3.537, 3.182, 0.455], [-4.147, 2.133, -1.342], [-3.571, 4.219, -1.457], [3.692, -0.029, -2.036], [2.366, 0.062, -1.986], [1.940, 0.389, -0.772], [3.094, 0.520, 0.026], [3.252, 0.852, 1.370], [4.541, 0.890, 1.860], [5.648, 0.606, 1.049], [5.503, 0.282, -0.283], [4.205, 0.250, -0.778], [4.224, -0.269, -2.858], [1.725, -0.115, -2.836], [2.409, 1.068, 2.010], [4.702, 1.140, 2.899], [6.639, 0.644, 1.479], [6.354, 0.062, -0.913]]
}

---

{
  "formula": "C12H7AuF6N5O5S3",
  "method": "ωB97M-V/def2-TZVPD",
  "de_lowest_ev": 0.1741,
  "e_lumo_ha": 0.0634,
  "homo_ev": -5.790,
  "orbital_gap_ev": 7.51,
  "total_charge": -1,
  "species": ["Au", "F", "C", "F", "F", "S", "O", "O", "N", "S", "O", "O", "C", "F", "F", "F", "N", "C", "C", "C", "C", "C", "C", "C", "N", "C", "C", "N", "C", "H", "H", "H", "H", "H", "H", "H", "O", "S", "N"],
  "positions_angstrom": [[0.252, -2.436, -1.482], [5.098, -3.397, -1.382], [4.579, -3.452, -0.150], [4.846, -2.305, 0.466], [5.166, -4.443, 0.511], [2.773, -3.741, -0.283], [2.365, -2.533, -1.034], [2.605, -4.989, -0.961], [2.455, -3.750, 1.231], [1.134, -3.578, 2.076], [0.234, -2.583, 1.578], [1.499, -3.586, 3.460], [0.255, -5.171, 1.825], [-0.091, -5.331, 0.551], [1.020, -6.202, 2.189], [-0.849, -5.182, 2.574], [-4.749, 7.366, -0.204], [-3.998, 6.497, -0.244], [-3.048, 5.413, -0.292], [-3.484, 4.095, -0.401], [-2.573, 3.059, -0.447], [-1.205, 3.326, -0.383], [-0.771, 4.645, -0.276], [-1.685, 5.679, -0.230], [-0.270, 2.274, -0.426], [1.115, 2.372, -0.402], [1.579, 1.099, -0.467], [0.528, 0.208, -0.517], [-0.548, 0.931, -0.495], [-4.543, 3.881, -0.452], [-2.937, 2.047, -0.536], [0.283, 4.873, -0.224], [-1.342, 6.701, -0.145], [1.633, 3.310, -0.343], [2.599, 0.754, -0.472], [-1.548, 0.534, -0.543], [-4.010, -1.812, -0.987], [-2.666, -2.357, -0.778], [-1.702, -2.214, -1.904]]
}